Molecular formula: C7H13NO2
Method: DFT, wB97M-V/def2-TZVPD

```
23
Properties=species:S:1:pos:R:3:forces:R:3
C 0.9300 -1.6651 0.6883 0.009 0.057 0.052
C 0.1407 -0.9722 -0.3588 0.854 0.711 -0.178
N -2.7099 -0.6663 -0.0270 0.437 0.389 0.253
C -0.0653 -1.3708 -1.6079 -0.125 0.080 0.051
O -1.3821 -0.2321 0.3392 -0.684 0.440 -0.017
H -2.5923 -1.1927 -0.8921 0.206 0.001 -0.053
H -2.9565 -1.3391 0.6941 0.066 0.060 -0.017
H 1.9059 -1.1928 0.8074 -0.029 0.024 -0.006
H 0.4232 -1.6275 1.6524 0.001 -0.018 -0.004
H 1.0822 -2.7116 0.4118 -0.062 0.044 -0.015
H 0.4585 -2.2406 -1.9837 -0.097 -0.104 0.112
H -0.6619 -0.8121 -2.3162 0.080 0.106 -0.056
C 1.0880 1.3668 1.4405 0.001 -0.038 -0.067
C 0.4223 1.1726 0.1013 -0.177 -0.990 0.145
C 1.1793 1.5071 -1.0823 0.380 -0.030 -0.268
C -1.0344 1.2335 0.0442 -0.455 -0.788 0.022
O 2.3862 1.6862 -1.1259 -0.488 -0.042 0.071
H 0.5819 1.5274 -2.0203 0.061 0.027 0.038
H 1.0161 2.4114 1.7633 0.022 -0.031 -0.035
H 0.6288 0.7544 2.2193 0.017 -0.017 -0.033
H 2.1480 1.1237 1.3717 -0.029 0.012 0.027
H -1.4471 1.4423 -0.9437 0.010 0.064 0.044
H -1.5416 1.7978 0.8245 0.001 0.040 -0.065
```
Forces are in eV/Å.

Values from the calculation:
Frontier orbital gap   8.29 eV
Max |F|   1.1 eV Å⁻¹
E_HOMO   -7.716 eV

The net atomic charges from natural (NBO), expressed in e, are: C -0.709; C 0.348; N -0.505; C -0.638; O -0.373; H 0.354; H 0.353; H 0.241; H 0.229; H 0.229; H 0.229; H 0.210; C -0.637; C -0.244; C 0.400; C -0.080; O -0.577; H 0.098; H 0.216; H 0.205; H 0.238; H 0.202; H 0.212

***

Molecular formula: C7H13NO2
Method: DFT, wB97M-V/def2-TZVPD

```
23
Properties=species:S:1:pos:R:3:forces:R:3
H -0.8181 -2.5430 0.8651 -0.246 0.578 0.107
N -0.1068 -1.8508 0.6155 0.398 0.896 -1.567
C -0.3997 -1.2381 -0.4847 2.066 -2.348 -0.441
C -1.6264 -1.5630 -1.2928 -0.362 0.678 0.157
C 0.8341 -0.6279 -1.4618 -2.223 0.080 0.272
C 2.2197 -1.1365 -1.1882 0.177 -0.028 -0.316
O 0.5380 0.0332 -2.4404 0.335 -0.831 1.400
H -2.1490 -0.6287 -1.5112 -0.042 -0.075 -0.287
H -2.3171 -2.2116 -0.7478 0.173 0.084 0.129
H -1.3708 -2.0583 -2.2321 0.094 0.231 0.017
H 2.7051 -0.4869 -0.4570 -0.040 -0.144 0.118
H 2.7871 -1.0999 -2.1229 -0.093 0.192 0.133
H 2.2206 -2.1698 -0.8374 -0.142 0.239 0.248
C 1.4789 2.1067 1.7729 -1.759 0.936 -0.734
C 0.4144 1.3384 1.5327 -0.369 -3.098 -1.088
O -0.5853 1.0795 0.3825 4.797 2.709 4.126
C -1.7735 1.6755 0.8327 -0.568 2.479 -3.086
H 1.5919 3.0723 1.2935 0.504 -0.241 -0.457
H 2.0687 1.9307 2.6665 -0.263 -0.128 -0.074
H 0.2590 0.4684 2.1660 0.052 0.076 0.159
H -1.6947 2.3975 -0.1838 -3.136 -2.329 1.233
H -1.9803 2.5857 1.3977 2.052 0.221 1.360
H -2.2958 0.9266 1.4352 -1.406 -0.178 -1.409
```
Forces are in eV/Å.

Values from the calculation:
Frontier orbital gap   9.88 eV
Max |F|   6.9 eV Å⁻¹
E_HOMO   -9.076 eV
SMILES   [H]/N=C(\C)C(C)=O.C=COC

The net atomic charges from natural (NBO), expressed in e, are: H 0.335; N -0.666; C 0.282; C -0.699; C 0.577; C -0.729; O -0.531; H 0.242; H 0.210; H 0.234; H 0.251; H 0.234; H 0.243; C -0.464; C 0.122; O -0.552; C -0.355; H 0.207; H 0.223; H 0.180; H 0.254; H 0.195; H 0.207

***

Molecular formula: C7H13NO2
Method: DFT, wB97M-V/def2-TZVPD

```
23
Properties=species:S:1:pos:R:3:forces:R:3
C 2.1711 -0.7359 -0.0163 0.901 7.736 -1.725
C -1.0813 0.3480 -0.3794 0.582 -2.052 3.253
C 0.3709 0.8471 -0.6450 -3.072 1.126 -0.568
C -0.3925 -0.9729 0.2173 0.772 1.576 1.137
C -0.7499 -2.2892 -0.4469 -4.647 2.106 0.316
C -0.3954 -1.1964 1.7582 -2.487 4.529 -0.475
C 0.2029 3.1853 -0.4898 0.292 0.183 -1.989
N 0.8985 -0.3154 -0.1309 -3.327 -1.183 -0.327
O 2.4008 -1.8669 0.3516 1.715 -6.565 1.599
O 0.6112 1.9612 0.1367 1.451 2.011 0.235
H 2.7855 0.1101 -0.4070 0.739 -1.354 0.271
H -1.6907 0.7686 0.4505 0.791 0.599 -0.626
H -1.7652 0.0078 -1.0862 -0.761 0.073 -1.984
H 0.4770 1.1694 -1.6721 0.827 -0.459 -0.819
H 0.1250 -2.7383 -0.6622 2.676 -2.027 -1.240
H -1.4549 -2.0343 -1.3237 1.474 -0.959 0.934
H -1.3554 -2.9021 0.2816 0.652 0.456 -0.872
H -0.1984 -2.1640 1.8406 1.545 -4.076 1.201
H -1.4966 -1.1311 2.0506 1.314 0.216 0.016
H 0.2531 -0.4888 2.3683 -0.904 -0.993 -0.911
H 0.9782 4.0545 -0.2651 -2.062 -1.830 -0.047
H -0.8920 3.3087 -0.2261 1.350 0.702 -0.099
H 0.1983 3.0746 -1.7047 0.181 0.186 2.718
```
Forces are in eV/Å.

Values from the calculation:
⟨S²⟩   2.007
Frontier orbital gap (alpha / beta)   5.62 / 6.79 eV
Multiplicity   3
Max |F|   8.0 eV Å⁻¹
E_HOMO (alpha / beta)   -4.696 / -9.472 eV

The net atomic charges from natural (NBO), expressed in e, are: C 0.052; C -0.443; C 0.264; C 0.188; C -0.623; C -0.617; C -0.279; N -0.390; O -0.245; O -0.544; H 0.214; H 0.214; H 0.205; H 0.155; H 0.224; H 0.208; H 0.213; H 0.201; H 0.205; H 0.232; H 0.215; H 0.190; H 0.162

***

Molecular formula: C7H13NO2PTi
Method: DFT, wB97M-V/def2-TZVPD

```
25
Properties=species:S:1:pos:R:3:forces:R:3
C 0.4092 0.6116 -1.6247 0.220 0.174 -0.277
C 0.1082 -0.0543 -2.7908 0.274 0.677 -0.674
C -0.2427 -1.4111 -2.9387 -0.248 -0.183 -0.042
C -0.3562 -2.3275 -1.8727 0.286 -0.673 0.126
C -0.1225 -2.0904 -0.5227 -0.116 -1.506 -1.267
Ti -0.3876 -0.2485 0.0335 -0.067 1.461 0.763
P 0.0936 2.3823 0.6904 -0.560 0.194 0.529
H 0.7653 1.6434 -1.7246 -0.029 -0.249 -0.488
H 0.1731 0.5188 -3.7265 0.066 -0.252 -0.026
H -0.3738 -1.7894 -3.9640 -0.099 0.165 0.501
H -0.0914 -2.9528 0.1443 -0.078 0.049 -0.422
H -0.6036 -3.3552 -2.1634 0.159 0.052 -0.168
H -0.9721 2.9789 1.4424 0.768 0.238 -0.022
H 0.2628 3.4680 -0.2280 -0.060 -0.396 0.204
H 1.2205 2.7018 1.5262 -0.410 0.189 0.057
N 0.5638 -0.6947 4.4745 0.275 0.479 0.681
C -0.7111 -1.3077 4.0444 -0.087 -0.156 -0.240
C -0.5060 -1.6967 2.6021 0.737 0.076 -1.703
O -0.7926 -2.8060 2.1853 -0.371 0.329 0.981
O 0.0745 -0.7294 1.9216 -0.583 -0.534 1.440
H 1.3432 -1.3262 4.2662 0.248 0.032 -0.260
H 0.5947 -0.5371 5.4866 -0.085 0.113 0.340
H 0.7306 0.2249 4.0266 -0.054 -0.241 -0.288
H -0.9161 -2.1652 4.6644 -0.048 -0.195 0.165
H -1.4971 -0.5664 4.1213 -0.139 0.155 0.091
```
Forces are in eV/Å.

Values from the calculation:
⟨S²⟩   2.490
Frontier orbital gap (alpha / beta)   2.79 / 2.10 eV
Multiplicity   3
Max |F|   2.0 eV Å⁻¹
E_HOMO (alpha / beta)   -0.655 / -0.500 eV
Total charge   -1

The net atomic charges from natural (NBO), expressed in e, are: C -0.725; C -0.276; C -0.263; C -0.270; C -0.683; Ti 0.890; P 0.044; H 0.162; H 0.167; H 0.182; H 0.215; H 0.171; H -0.005; H -0.008; H -0.041; N -0.969; C -0.453; C 0.739; O -0.616; O -0.848; H 0.399; H 0.335; H 0.404; H 0.220; H 0.229

***

Molecular formula: C7H13NO2S
Method: DFT, wB97M-V/def2-TZVPD

```
24
Properties=species:S:1:pos:R:3:forces:R:3
C -0.9855 0.5548 0.0032 0.397 -1.196 0.151
C 0.1917 0.4734 0.2620 3.558 0.436 0.179
C -3.0790 -0.4324 0.9513 2.098 3.268 1.459
C -2.7934 2.0091 0.2439 3.193 0.138 -3.149
C 2.2288 -1.9000 0.2127 -2.598 -3.090 3.622
C 2.7529 -0.6579 -1.7591 1.460 2.925 -1.584
C -2.4501 0.5404 -0.0659 1.190 1.313 -0.100
N 2.9221 -0.8281 -0.3083 0.615 3.823 0.485
O 2.9432 1.7667 -0.1372 -0.193 -0.111 -0.325
O 2.6726 0.5152 1.9823 -0.300 -0.419 -1.624
S 2.4669 0.6252 0.5593 -2.333 -1.286 0.115
H -2.8090 -1.3877 0.5917 -0.463 -1.395 0.470
H -4.0615 -0.0740 1.0678 -1.891 -0.781 -0.445
H -2.7015 -0.1020 2.0109 0.065 -1.264 -1.878
H -2.3961 2.1446 1.2051 0.413 1.098 1.255
H -3.7921 2.0313 0.2039 -3.990 0.781 0.201
H -2.3704 2.7412 -0.6135 -0.749 -1.625 2.312
H 1.8288 -1.9283 1.3204 1.362 1.220 -1.695
H 1.2844 -1.9987 -0.2572 -1.033 -0.480 -0.997
H 2.7357 -2.8559 0.2408 0.604 -0.071 -0.742
H 1.7903 -0.2937 -2.1224 -0.687 -0.299 0.760
H 3.4195 0.2509 -2.1622 -0.882 -2.365 1.103
H 2.9463 -1.5636 -2.3324 0.396 -0.091 0.511
H -2.7447 0.3693 -1.0971 -0.230 -0.529 -0.086
```
Forces are in eV/Å.

Values from the calculation:
Frontier orbital gap   9.46 eV
Max |F|   5.4 eV Å⁻¹
E_HOMO   -9.727 eV

The net atomic charges from natural (NBO), expressed in e, are: C -0.081; C -0.323; C -0.598; C -0.564; C -0.474; C -0.456; C -0.291; N -0.587; O -0.871; O -0.859; S 2.258; H 0.227; H 0.214; H 0.212; H 0.210; H 0.192; H 0.212; H 0.254; H 0.202; H 0.224; H 0.216; H 0.237; H 0.229; H 0.218